ORCA calculation (ωB97M-V/def2-TZVPD) on 12 unconnected molecules or ions with the total composition C45H119B4F16N7O15 at a distorted geometry.

CARTESIAN COORDINATES (ANGSTROEM)
1 H 4.30509 -3.79171 -4.40980
2 H 0.72806 3.92991 2.35608
3 C -1.49860 0.82927 0.39099
4 H -3.71706 0.79932 7.99500
5 H -1.04284 2.16015 -8.79588
6 H -2.38575 -2.13396 -0.55964
7 H -1.38839 -0.13768 -3.17152
8 H 2.36064 0.14134 1.94693
9 H -2.86039 4.54549 0.07352
10 H 6.26841 -1.94412 -4.81061
11 H 1.73635 -3.46182 -0.90558
12 H 0.19475 6.55165 1.18936
13 C 0.16567 -5.54269 1.92339
14 H -0.09249 0.86286 -2.27939
15 H -4.04413 0.15828 -0.90410
16 H 3.61594 1.90206 6.73766
17 H 1.30162 6.02104 2.51200
18 C 3.71590 1.66606 1.64672
19 H -0.72439 -6.35178 0.06610
20 H -1.30225 4.14660 -3.09611
21 H -0.34413 -0.82646 5.69124
22 H 2.52979 4.94151 -1.86121
23 H -7.58900 1.86002 2.10471
24 F 1.83318 4.63802 4.46805
25 H 2.84023 6.55713 0.85832
26 C -8.03998 1.05933 0.29041
27 C -1.31239 2.45510 -7.78176
28 O 1.68616 -6.69995 0.63826
29 H -3.01426 -0.07995 5.74304
30 O 2.68283 4.69084 0.16059
31 H 0.32155 0.32619 -0.09585
32 H -3.49038 2.41696 -7.85726
33 O 4.21885 -2.49971 2.64500
34 C 3.84731 -0.82693 0.88419
35 H -1.25588 3.53959 -7.68809
36 C 7.94057 -0.85855 -6.79343
37 H 1.28522 -5.06689 -1.19205
38 H -5.82152 -0.99379 3.76966
39 N -0.16442 1.72675 -6.96946
40 H 1.25276 -7.26210 2.62064
41 H 0.44954 -0.45900 -3.19135
42 N -7.06108 2.20637 -0.26528
43 C -1.79889 4.74584 0.21897
44 F -2.11840 -4.11104 5.91408
45 C 0.42403 -0.26391 5.16059
46 H -2.07402 -3.58457 1.38185
47 H 8.42495 -0.47601 -5.89501
48 O -1.72372 -4.01408 -0.59446
49 H 0.72373 -4.02772 -3.73947
50 H 4.21807 -2.84326 -6.92604
51 C -0.37218 0.25531 -3.14006
52 F -3.92101 -3.34467 4.65206
53 H 0.57740 1.34921 -7.54153
54 C 4.52982 -2.34714 -6.00692
55 H 3.34368 1.83501 0.63627
56 O -6.69729 -0.07575 2.18608
57 C 2.39360 -3.45585 -4.98281
58 H -0.34993 3.29229 -5.43737
59 F -0.03248 3.43468 4.12150
60 C -1.95031 4.28919 -2.23137
61 H -3.28901 -3.12637 -1.65058
62 H 5.11350 -3.76953 4.01045
63 N 3.83184 -2.96470 -4.74470
64 H 1.39304 0.69227 6.85512
65 F 2.64993 -0.97227 -2.13709
66 C 0.73588 1.81158 -4.65232
67 H -1.74593 2.15251 4.06706
68 H -3.76048 1.28864 5.38942
69 H 3.75056 -7.27119 0.54656
70 C -1.78022 1.09425 4.32591
71 C 3.30367 4.80354 -1.10610
72 C 3.72080 -2.33416 1.29015
73 H 4.03269 -1.37854 -6.05961
74 O -2.61159 0.43129 -7.97645
75 C -5.07866 0.48983 -0.99313
76 C 5.22246 1.94214 1.61508
77 C -0.32115 -1.20637 1.33026
78 B -2.53357 -3.40049 4.79630
79 C -2.29456 -5.65981 1.20240
80 H 0.23307 -4.52900 1.52844
81 H -0.40343 0.82437 -6.58384
82 H -5.17372 1.85001 0.80563
83 N 3.36653 0.10915 2.03217
84 C -1.09976 4.36527 1.51330
85 O -1.13361 4.19538 -0.98944
86 C -7.75946 0.82959 1.79284
87 H 1.85703 -2.78263 -5.65136
88 H 4.90886 -0.63495 0.72812
89 H -1.26207 3.34640 1.86496
90 B 0.61936 4.26844 5.00840
91 N 0.41041 4.34717 1.49290
92 F -2.03722 -4.10699 3.77489
93 C 1.66896 0.09727 5.98452
94 H 1.76613 6.46823 -0.44626
95 O -5.42406 0.56270 -2.38901
96 H 8.05784 -0.08846 -7.55586
97 C 2.07161 5.90864 0.43785
98 F 4.36568 0.61987 -1.79014
99 O 6.47712 -1.16764 -6.75035
100 H 3.08174 2.30651 2.25973
101 H 4.13068 -4.56937 2.82811
102 C -2.46807 -4.23399 0.60013
103 H 3.95398 -2.28688 -4.00595
104 H -2.68720 1.62570 -6.40723
105 H -9.06095 1.32525 0.01653
106 C -2.67314 1.80036 -7.48305
107 H 5.34979 2.99293 1.35483
108 H -4.41496 -1.16731 -3.07198
109 H -1.96316 0.24810 -0.40558
110 B 3.96252 -0.52701 -2.43101
111 F -4.48402 3.40870 2.90965
112 H -7.44243 -0.57411 4.06189
113 H 2.45258 -4.40554 -5.51450
114 H -5.58611 -0.33369 -0.49074
115 H -8.72312 0.56868 2.23035
116 F -1.91723 -2.18871 4.80585
117 B -5.49358 4.28642 2.49686
118 F -5.36416 5.56304 2.90074
119 H -0.05684 1.81069 5.34849
120 H -1.55109 -2.61613 -2.06693
121 H 1.07840 2.42639 -3.81998
122 H -2.26934 0.94870 1.15242
123 H -2.69717 3.51010 -2.38410
124 H -2.96052 -6.33757 0.66834
125 H 5.65782 -3.69925 2.28658
126 H -2.41117 5.27621 -2.26980
127 H -5.57126 -0.37048 -4.17446
128 C -2.74584 0.97027 5.62870
129 H 2.03620 -0.79710 6.48785
130 C 2.76559 -7.72201 0.42535
131 O 0.54528 1.15566 1.75003
132 H 4.65240 1.43014 5.21054
133 H 4.02334 5.60441 -1.27578
134 C 0.89835 5.79025 1.52599
135 H 1.25858 3.31536 -6.23007
136 C -5.52554 1.83579 -0.22593
137 C -3.21328 1.74235 7.78286
138 O -2.28954 1.72355 6.78946
139 C 3.82464 1.24335 5.89465
140 H -4.02283 2.45073 7.60703
141 F 3.95228 -0.29673 -3.81078
142 H 0.68465 -0.85760 4.28440
143 C -6.52800 -0.17715 3.62105
144 C -0.15967 0.33125 0.88216
145 H -4.98328 2.59128 -0.79451
146 H 1.39225 -2.63181 -3.12109
147 H -0.46009 -5.47715 2.81347
148 H 8.48197 -1.78665 -6.97670
149 C 6.10512 -2.21960 -5.85251
150 H 3.27327 -0.57553 -0.00766
151 O 2.56649 -4.31997 -2.68725
152 H 2.73856 -2.79349 1.17905
153 H -0.99846 -7.19237 1.33069
154 H -6.17161 -1.31498 -2.82706
155 H 2.71779 -8.21915 -0.54350
156 C -5.36978 -0.64587 -3.13924
157 H -0.35462 -1.27393 2.41764
158 C 1.70103 -3.57548 -3.57082
159 H 1.48193 1.05124 -4.88337
160 F -6.66798 3.81145 2.99927
161 O -0.45593 1.09549 -4.30089
162 H -7.31893 2.46284 -1.20754
163 H -2.03184 0.46613 3.47135
164 H -4.42656 0.56264 -9.11353
165 H 3.59126 -0.16935 2.97665
166 C 1.42544 -6.39778 1.97935
167 H -7.13890 3.04101 0.29811
168 C 7.05098 0.95935 2.81226
169 H 0.49736 -1.86158 1.03219
170 C 0.46373 2.68418 -5.83268
171 H -3.54465 -4.06757 0.56300
172 N -0.88438 -6.22729 1.05556
173 F -5.52276 4.26021 1.15907
174 H 7.12262 0.05721 2.20471
175 H -6.16535 0.79164 3.96464
176 N -0.22958 1.05047 4.70635
177 H 0.70357 3.94453 0.61425
178 F 0.70945 3.64588 6.22555
179 H -3.55685 -0.92396 -9.29766
180 C 2.12340 -4.38520 -1.33646
181 H -2.94257 0.67472 -9.93759
182 H 2.95881 -4.74356 -0.73499
183 C -3.42094 0.14211 -9.11565
184 H 7.74078 1.70740 2.42149
185 H -7.78168 0.18648 -0.30917
186 H -1.34279 1.82964 -0.01287
187 C -2.27506 -2.91708 -1.30970
188 O 2.65550 0.81403 5.20791
189 H 2.69503 -8.51222 1.17281
190 H -2.60602 2.04489 8.63599
191 H -1.25274 -1.65087 0.98004
192 H 6.53411 -3.17964 -6.13954
193 O 5.73590 1.49644 2.80155
194 H 7.43988 0.61681 3.77118
195 H 2.31461 -5.86998 2.32416
196 F -0.13327 5.36973 5.17612
197 H -1.45237 4.95744 2.35775
198 H 3.85260 3.86735 -1.20765
199 H 4.31103 -2.86883 0.54592
200 H 5.69050 1.41740 0.78221
201 H -1.68761 5.82979 0.19156
202 C 4.80568 -3.72466 2.96578
203 H 0.22717 1.54686 3.95463
204 H -2.49979 -5.76867 2.26736
205 F 4.76135 -1.56344 -2.08173
206 H 4.20198 0.39307 6.46274

Values from the calculation:
Energy, Ha: -4994.985972
Maximum force, eV Å⁻¹: 4.536
Total charge: +2

Löwdin atomic charge list, values in e, 4 entries: 0.1643 0.1233 -0.0947 0.0921